1.
26
Properties=species:S:1:pos:R:3:forces:R:3 method="wB97M-V/def2-TZVPD" homo_ev=-12.537 smiles="CC(C)(C)C(=C=N)c1[nH]cc[nH+]1" lumo_energy_ha=-0.1285 de_lowest_kj_mol=176.0 orbital_gap_ev=9.041 charge=+1 total_energy_ev=-14022.1572
C 2.438 0.775 0.068 -1.054 -2.414 0.218
C 1.227 -0.246 0.093 2.195 0.898 -3.261
C 1.304 -0.776 -1.424 1.125 -0.680 2.391
C 1.469 -1.392 1.046 -2.236 1.049 0.154
C -0.044 0.630 0.216 2.535 -2.956 0.167
C 0.071 1.917 0.142 0.717 3.305 1.240
N 0.258 3.120 0.152 -0.115 -0.293 1.027
C -1.304 0.045 0.174 -1.730 0.959 -0.017
N -1.771 -1.209 0.234 1.156 -2.161 0.675
C -3.142 -1.200 0.007 -0.587 -0.556 -0.483
C -3.479 0.079 -0.201 0.835 0.103 0.401
N -2.355 0.867 -0.033 -0.431 0.721 -0.894
H 2.341 1.284 0.956 0.342 1.823 1.906
H 2.322 1.344 -0.792 -0.367 1.653 -1.245
H 3.440 0.409 -0.034 0.322 -1.010 0.277
H 2.323 -1.309 -1.519 -1.732 0.883 -0.273
H 1.166 0.076 -2.046 0.352 0.520 -0.816
H 0.489 -1.435 -1.607 -0.502 -0.946 -0.373
H 2.491 -1.665 0.921 0.377 -1.109 -0.220
H 0.634 -2.124 0.933 1.378 -0.241 -0.051
H 1.357 -1.025 2.044 0.088 0.194 0.931
H 0.414 3.625 1.085 -0.393 -0.970 -1.668
H -1.238 -2.120 0.484 -1.043 2.573 -0.701
H -3.770 -2.098 -0.116 0.719 0.630 0.323
H -4.364 0.510 -0.509 -1.757 0.603 -0.336
H -2.277 1.917 -0.275 -0.194 -2.578 0.628

2.
93
Properties=species:S:1:pos:R:3:forces:R:3 method="wB97M-V/def2-TZVPD" homo_ev=-7.841 lumo_energy_ha=-0.0225 orbital_gap_ev=7.228 total_energy_ev=-63713.8138
C -1.087 3.852 -1.532 0.074 -0.233 0.038
C -2.117 3.012 -2.301 0.171 0.006 0.079
C -2.951 2.080 -1.397 0.065 0.081 -0.185
C -2.478 0.622 -1.407 0.422 0.510 -0.133
N -1.605 0.301 -0.254 -0.431 -0.523 0.216
C -0.776 -0.776 -0.410 0.102 0.174 -0.142
N 0.252 -0.738 -1.198 -0.075 -0.068 -0.144
C 1.102 -1.931 -1.424 0.039 0.051 -0.162
C 0.503 -2.860 -2.470 -0.123 0.102 0.076
C 0.689 0.485 -1.890 0.214 -0.006 -0.059
C 2.058 0.968 -1.371 -0.136 0.051 -0.019
C 3.120 1.150 -2.465 0.094 -0.008 0.111
C 4.226 0.098 -2.474 -0.448 0.075 -0.083
N 3.896 -1.077 -3.307 0.690 -0.212 -0.111
C 4.150 -2.348 -2.848 -0.237 0.194 -0.072
C 4.512 -3.371 -3.903 -0.019 -0.057 0.148
O 4.015 -2.648 -1.673 0.098 -0.084 0.072
N -0.936 -1.898 0.413 0.062 0.091 0.138
C -0.478 -1.450 1.756 0.096 0.045 0.054
C -0.525 -2.598 2.769 0.047 -0.143 -0.247
C 0.750 -2.726 3.606 -0.058 0.063 0.055
C 0.925 -1.534 4.554 0.033 -0.036 -0.014
C 0.751 -4.050 4.363 0.052 0.028 0.028
C -1.215 -0.154 2.165 0.031 0.051 0.213
O -0.229 0.814 2.444 0.151 -0.009 -0.134
C -0.577 1.743 3.458 -0.099 0.091 0.066
C 0.409 2.891 3.455 -0.169 0.185 0.182
C -0.108 4.046 4.311 -0.104 -0.182 0.085
C -2.214 0.370 1.102 0.007 -0.114 -0.011
C -3.601 -0.297 1.232 -0.108 -0.033 0.062
C -4.818 0.655 1.205 -0.051 -0.074 0.103
C -5.831 0.310 0.117 0.013 -0.013 0.010
C -6.499 -1.035 0.300 -0.190 0.077 0.100
O -6.735 -1.802 -0.591 0.203 -0.141 0.006
O -6.826 -1.293 1.592 0.578 0.078 0.047
H -0.193 4.032 -2.128 -0.065 0.150 -0.048
H -1.494 4.814 -1.223 0.004 -0.019 0.050
H -0.756 3.321 -0.633 0.005 0.037 0.003
H -1.585 2.418 -3.048 -0.153 -0.020 -0.061
H -2.789 3.665 -2.857 0.058 0.037 -0.022
H -2.893 2.471 -0.381 -0.221 -0.010 0.016
H -3.997 2.117 -1.703 -0.029 -0.053 0.040
H -3.301 -0.094 -1.479 -0.063 0.058 0.221
H -1.876 0.476 -2.303 -0.089 -0.163 -0.022
H 2.054 -1.547 -1.775 -0.016 -0.075 0.138
H 1.274 -2.438 -0.481 -0.050 0.027 0.009
H -0.569 -2.992 -2.313 0.018 -0.068 0.038
H 0.976 -3.838 -2.395 0.069 0.028 -0.079
H 0.660 -2.466 -3.475 -0.011 -0.035 -0.012
H -0.057 1.258 -1.759 -0.020 -0.041 0.031
H 0.754 0.246 -2.953 -0.040 -0.052 0.014
H 2.412 0.271 -0.607 0.050 0.035 -0.015
H 1.898 1.916 -0.854 -0.038 -0.016 0.033
H 3.607 2.119 -2.354 0.007 -0.001 0.006
H 2.650 1.163 -3.452 0.031 0.117 -0.001
H 4.434 -0.240 -1.459 0.094 -0.078 -0.055
H 5.097 0.573 -2.913 0.199 -0.105 0.141
H 4.248 -0.942 -4.247 -0.172 0.024 -0.045
H 5.009 -4.202 -3.411 0.004 0.002 -0.006
H 3.603 -3.754 -4.371 0.000 0.052 -0.046
H 5.163 -2.959 -4.673 -0.048 0.016 -0.019
H -1.920 -2.151 0.453 0.020 0.020 0.053
H 0.567 -1.155 1.618 -0.004 -0.012 -0.005
H -0.650 -3.524 2.201 -0.059 0.004 0.027
H -1.389 -2.495 3.434 -0.010 -0.036 -0.027
H 1.590 -2.739 2.903 0.037 -0.035 0.052
H -0.043 -1.208 4.946 0.017 -0.019 0.054
H 1.547 -1.805 5.408 0.044 0.025 -0.033
H 1.395 -0.684 4.059 -0.105 0.039 -0.024
H -0.106 -4.121 5.037 0.001 -0.001 -0.008
H 0.727 -4.901 3.681 -0.084 0.008 -0.009
H 1.657 -4.141 4.964 -0.017 -0.001 0.026
H -1.803 -0.350 3.069 0.032 0.072 0.022
H -1.595 2.130 3.301 0.028 -0.007 -0.097
H -0.576 1.240 4.435 -0.021 -0.032 -0.030
H 0.549 3.231 2.427 0.107 -0.076 -0.004
H 1.367 2.554 3.852 0.065 -0.059 -0.197
H -1.041 4.444 3.907 0.054 0.080 -0.050
H 0.622 4.851 4.373 -0.028 0.026 -0.023
H -0.324 3.709 5.327 0.072 0.027 0.020
H -2.302 1.434 1.330 -0.149 -0.011 -0.050
H -3.625 -0.838 2.180 0.028 -0.064 -0.039
H -3.733 -1.061 0.458 0.059 0.023 -0.025
H -4.502 1.692 1.086 0.056 -0.020 -0.095
H -5.329 0.603 2.166 0.026 0.069 0.015
H -5.355 0.261 -0.862 -0.110 0.122 -0.048
H -6.609 1.076 0.076 -0.037 -0.060 -0.020
H -6.923 -2.250 1.692 -0.434 -0.009 -0.151
O 7.828 3.289 -4.478 0.012 -0.009 -0.005
Cl 6.756 2.407 -4.850 -0.101 -0.102 0.004
O 7.276 1.109 -5.215 0.002 -0.038 -0.017
O 6.007 2.962 -5.949 -0.002 0.009 -0.015
O 5.859 2.233 -3.712 -0.023 0.202 0.013

3.
25
Properties=species:S:1:pos:R:3:forces:R:3 method="wB97M-V/def2-TZVPD" homo_ev=-8.412 smiles=CCN(C)C.O.O.O lumo_energy_ha=0.0157 de_lowest_kj_mol=130.1 orbital_gap_ev=8.838 total_energy_ev=-12055.3978
C 1.745 -2.466 -1.612 0.714 0.745 0.199
C 1.787 -1.631 -0.321 0.031 -0.351 -0.161
N 1.129 -0.332 -0.487 0.479 -0.768 0.514
C -0.257 -0.383 -0.091 -1.040 0.922 -0.245
C 1.831 0.786 0.111 -0.231 0.470 -0.093
H 1.957 -3.512 -1.374 -0.504 0.002 -0.260
H 0.811 -2.247 -2.133 -0.034 -0.622 0.083
H 2.556 -2.132 -2.276 -0.262 -0.014 0.085
H 2.822 -1.498 -0.026 0.241 0.242 -0.049
H 1.356 -2.214 0.500 -0.312 0.043 0.097
H -0.852 0.342 -0.672 0.149 -0.135 0.082
H -0.473 -0.144 0.965 0.505 0.047 0.166
H -0.733 -1.342 -0.228 0.227 -0.461 -0.396
H 1.348 1.133 1.028 -0.053 -0.017 0.223
H 2.868 0.580 0.361 0.072 -0.287 -0.131
H 1.839 1.630 -0.577 -0.005 0.214 -0.100
O -0.085 4.248 0.074 -0.240 -0.053 0.210
H -0.653 3.476 0.231 0.420 0.263 -0.359
H 0.739 3.936 -0.314 -0.211 -0.202 0.062
O -3.053 2.337 0.130 0.053 0.212 0.191
H -2.490 2.181 0.897 -0.133 -0.091 0.017
H -3.610 3.084 0.390 0.133 -0.165 -0.117
O -1.982 -3.154 1.707 -0.491 0.267 -0.138
H -2.397 -2.340 2.028 0.242 -0.208 0.005
H -2.652 -3.508 1.104 0.252 -0.053 0.115

4.
57
Properties=species:S:1:pos:R:3:forces:R:3 method="wB97M-V/def2-TZVPD" homo_ev=-7.870 lumo_energy_ha=-0.0132 de_lowest_kj_mol=429.4 orbital_gap_ev=7.511 total_energy_ev=-51514.6355
O -5.297 -1.657 2.623 -4.417 2.757 -7.561
C -5.817 -1.178 1.474 5.664 -1.390 5.779
O -4.856 -0.482 0.575 -4.482 -1.997 2.120
I -3.586 0.682 1.631 -0.957 1.340 0.436
O -7.245 -1.406 1.173 0.751 4.243 0.272
C -8.045 -0.178 1.341 -1.294 0.458 0.686
F -8.585 0.356 0.035 2.259 -1.771 4.740
F -9.275 -0.524 2.142 4.453 1.226 -2.859
F -7.290 0.860 2.096 -2.842 -3.517 -3.002
C -2.051 -3.452 -0.361 -0.255 -0.151 0.011
C -1.578 -2.099 0.098 0.355 0.499 0.028
O -2.297 -1.339 0.740 0.933 -1.494 -0.667
N -0.305 -1.728 -0.223 -1.043 -0.166 0.317
C 0.682 -2.477 -0.964 0.311 0.233 0.248
H -3.083 -3.609 -0.034 0.248 0.180 -0.005
H -2.023 -3.507 -1.453 0.102 -0.153 0.108
H -1.426 -4.235 0.076 -0.026 0.000 -0.210
H -0.055 -0.807 0.118 -0.010 -0.076 -0.108
H 1.557 -2.612 -0.324 -0.076 -0.134 -0.405
H 0.965 -1.889 -1.842 0.160 -0.236 -0.089
H 0.313 -3.452 -1.284 -0.073 0.212 0.073
C 2.989 1.397 -1.026 0.009 0.027 -0.279
C 2.110 1.462 0.194 -0.594 0.090 0.370
O 0.923 1.767 0.128 0.402 -0.181 -0.063
N 2.674 1.168 1.401 -0.350 0.180 -0.568
C 4.040 0.791 1.679 -0.203 -0.006 0.421
H 2.404 1.655 -1.913 0.018 -0.032 0.312
H 3.811 2.112 -0.933 0.049 -0.180 -0.047
H 3.379 0.383 -1.152 0.122 0.099 0.038
H 2.025 1.232 2.176 0.161 -0.027 -0.180
H 4.030 -0.192 2.156 0.300 0.009 -0.085
H 4.459 1.524 2.373 0.266 -0.137 -0.060
H 4.654 0.752 0.778 -0.219 0.008 0.117
C -4.688 4.506 -1.721 -0.275 -0.030 -0.054
C -3.707 4.378 -0.587 0.110 -0.220 0.956
O -4.056 4.067 0.548 0.115 0.241 -0.617
N -2.391 4.619 -0.855 -0.574 -0.065 0.185
C -1.791 4.992 -2.114 0.341 -0.066 0.318
H -5.696 4.285 -1.358 0.319 0.022 0.053
H -4.678 5.528 -2.111 0.023 -0.148 -0.144
H -4.441 3.793 -2.512 -0.027 0.190 -0.056
H -1.789 4.514 -0.047 -0.116 -0.040 -0.234
H -1.052 4.231 -2.377 0.016 0.151 -0.262
H -1.287 5.952 -1.978 0.040 -0.006 -0.327
H -2.524 5.078 -2.917 0.067 -0.039 0.229
C 5.689 -2.712 -1.136 -0.045 0.050 -0.250
C 4.810 -2.647 0.083 -0.477 0.036 0.445
O 3.623 -2.342 0.017 0.587 0.045 0.000
N 5.374 -2.941 1.290 -0.449 0.240 -0.644
C 6.740 -3.318 1.568 -0.135 -0.031 0.424
H 5.104 -2.454 -2.023 0.027 -0.054 0.304
H 6.511 -1.997 -1.044 0.058 -0.203 -0.047
H 6.079 -3.726 -1.263 0.138 0.168 -0.004
H 4.725 -2.877 2.065 0.162 -0.057 -0.176
H 6.730 -4.301 2.045 0.316 0.040 -0.048
H 7.159 -2.585 2.262 0.266 -0.169 -0.070
H 7.354 -3.357 0.668 -0.209 0.035 0.132

Repeat the third record exactly.
25
Properties=species:S:1:pos:R:3:forces:R:3 method="wB97M-V/def2-TZVPD" homo_ev=-8.412 smiles=CCN(C)C.O.O.O lumo_energy_ha=0.0157 de_lowest_kj_mol=130.1 orbital_gap_ev=8.838 total_energy_ev=-12055.3978
C 1.745 -2.466 -1.612 0.714 0.745 0.199
C 1.787 -1.631 -0.321 0.031 -0.351 -0.161
N 1.129 -0.332 -0.487 0.479 -0.768 0.514
C -0.257 -0.383 -0.091 -1.040 0.922 -0.245
C 1.831 0.786 0.111 -0.231 0.470 -0.093
H 1.957 -3.512 -1.374 -0.504 0.002 -0.260
H 0.811 -2.247 -2.133 -0.034 -0.622 0.083
H 2.556 -2.132 -2.276 -0.262 -0.014 0.085
H 2.822 -1.498 -0.026 0.241 0.242 -0.049
H 1.356 -2.214 0.500 -0.312 0.043 0.097
H -0.852 0.342 -0.672 0.149 -0.135 0.082
H -0.473 -0.144 0.965 0.505 0.047 0.166
H -0.733 -1.342 -0.228 0.227 -0.461 -0.396
H 1.348 1.133 1.028 -0.053 -0.017 0.223
H 2.868 0.580 0.361 0.072 -0.287 -0.131
H 1.839 1.630 -0.577 -0.005 0.214 -0.100
O -0.085 4.248 0.074 -0.240 -0.053 0.210
H -0.653 3.476 0.231 0.420 0.263 -0.359
H 0.739 3.936 -0.314 -0.211 -0.202 0.062
O -3.053 2.337 0.130 0.053 0.212 0.191
H -2.490 2.181 0.897 -0.133 -0.091 0.017
H -3.610 3.084 0.390 0.133 -0.165 -0.117
O -1.982 -3.154 1.707 -0.491 0.267 -0.138
H -2.397 -2.340 2.028 0.242 -0.208 0.005
H -2.652 -3.508 1.104 0.252 -0.053 0.115